Entry 1:
97
Properties=species:S:1:pos:R:3:forces:R:3 method="wB97M-V/def2-TZVPD" orbital_gap_ev=9.89 homo_ev=-7.469 charge=-1 relative_energy_kcal_mol=56.85 energy_ev=-118326.405
As 1.6210 -11.4777 -17.3347 0.064 -0.473 -0.307
F 0.1441 -10.9297 -18.0841 0.157 0.282 0.529
F 2.2421 -9.8474 -17.2158 -0.414 -0.333 -0.011
F 3.1309 -12.1129 -16.7191 -0.458 0.080 0.005
F 0.9550 -13.1036 -17.4324 0.338 0.446 0.380
F 2.2944 -11.6185 -18.9275 0.025 0.004 0.068
F 0.9803 -11.3324 -15.7297 0.047 0.031 -0.348
C 3.3372 -9.5816 -13.7483 0.139 0.370 0.137
C 3.8343 -10.9526 -13.2764 -0.270 0.217 -1.100
C 2.6923 -11.7798 -12.7148 -0.585 0.478 0.451
O 4.4254 -11.6034 -14.3987 0.331 -0.185 0.397
H 2.3886 -9.6758 -14.2810 -0.149 0.037 0.242
H 4.0121 -9.1046 -14.4627 0.287 -0.309 0.066
H 3.2744 -8.8669 -12.9210 -0.410 -0.115 0.034
H 4.6059 -10.8106 -12.5178 0.173 -0.177 -0.121
H 2.1840 -11.1635 -11.9614 0.034 -0.199 0.159
H 2.9789 -12.7239 -12.2544 0.249 0.033 -0.063
H 1.9278 -11.9826 -13.4683 0.207 -0.013 -0.196
H 3.7985 -11.5663 -15.1377 0.187 -0.133 0.204
C -0.8617 -7.8471 -21.7511 -0.691 0.340 0.070
C -0.2166 -8.6213 -20.6125 -0.204 0.590 0.023
C 0.1823 -7.6562 -19.4954 0.233 0.148 0.019
O -1.1570 -9.5610 -20.0893 0.461 -0.169 -0.423
H -0.2977 -6.9484 -22.0043 0.320 -0.221 -0.105
H -1.8352 -7.4545 -21.4362 -0.025 -0.212 0.130
H -1.0368 -8.4338 -22.6529 0.134 -0.134 0.068
H 0.6532 -9.1422 -21.0263 0.097 -0.086 0.210
H 0.5964 -6.7324 -19.9056 0.059 -0.021 0.024
H 0.9158 -8.0584 -18.7949 -0.035 -0.203 -0.081
H -0.7094 -7.4039 -18.9193 -0.055 0.039 -0.078
H -0.6242 -10.1224 -19.5059 -0.365 -0.020 0.044
C -2.0019 -7.0607 -13.6505 -0.152 -0.090 0.243
C -0.9760 -7.9816 -13.0354 0.887 0.003 -0.076
C -0.6248 -9.1617 -13.9285 0.153 -0.093 0.406
O 0.2106 -7.2116 -12.7678 -0.165 0.186 -0.079
H -1.7585 -6.8711 -14.6958 0.037 0.118 0.024
H -2.0518 -6.1225 -13.0980 0.032 0.033 -0.068
H -2.9868 -7.5291 -13.6055 -0.004 -0.005 -0.086
H -1.2843 -8.3721 -12.0570 -0.509 0.022 -0.165
H -0.1041 -8.9093 -14.8529 -0.278 0.406 -0.046
H -1.5345 -9.7181 -14.1593 0.171 -0.253 -0.024
H 0.0977 -9.7741 -13.3803 -0.285 -0.373 -0.061
H 0.8352 -7.8044 -12.3387 0.120 0.036 -0.104
C 4.9189 -13.4869 -21.6003 -0.075 0.641 0.822
C 5.1178 -12.8700 -22.9749 0.108 0.249 0.602
C 5.9089 -11.5735 -22.9379 0.722 -0.165 -0.138
O 5.7327 -13.8124 -23.8433 -0.322 -0.190 -0.471
H 4.4845 -14.4804 -21.6811 0.018 -0.019 0.031
H 4.2591 -12.8524 -20.9960 -0.336 -0.124 -0.263
H 5.8007 -13.5080 -20.9521 0.378 -0.304 -0.534
H 4.1077 -12.6428 -23.3287 0.109 -0.228 -0.484
H 6.0189 -11.1032 -23.9179 -0.494 0.010 -0.048
H 6.9492 -11.8035 -22.6703 -0.108 0.002 0.392
H 5.5113 -10.8597 -22.2189 -0.032 0.010 -0.020
H 6.6650 -13.6134 -23.9549 0.010 0.144 0.160
C -2.9986 -12.6835 -21.0779 0.938 -1.268 -0.305
C -3.4503 -13.0798 -19.6866 -0.245 1.910 0.269
C -2.4135 -12.7178 -18.6286 0.093 -1.125 0.086
O -4.6455 -12.3229 -19.3839 -0.443 -0.436 0.017
H -3.7248 -12.9579 -21.8431 -0.233 0.357 0.094
H -2.1134 -13.2883 -21.3187 0.027 0.100 -0.004
H -2.6630 -11.6490 -21.1470 -0.331 0.135 0.100
H -3.7430 -14.1264 -19.6293 0.024 -0.017 -0.005
H -2.8559 -12.8350 -17.6379 -0.034 0.036 -0.001
H -2.0297 -11.7054 -18.7201 -0.120 0.057 -0.203
H -1.5806 -13.4254 -18.6800 0.159 0.211 -0.014
H -4.3952 -11.3948 -19.3416 0.103 0.002 -0.031
C 6.3891 -8.0650 -18.6873 0.743 -0.087 -0.979
C 5.2087 -8.9565 -18.3998 0.249 -0.240 0.492
C 5.5653 -10.4211 -18.1597 0.784 -0.279 -0.704
O 4.5757 -8.4766 -17.2055 -0.274 -0.391 -0.792
H 7.1684 -8.1037 -17.9252 -0.282 0.197 0.300
H 6.0982 -7.0438 -18.9377 -0.152 0.092 0.579
H 6.9009 -8.3795 -19.6077 -0.173 -0.313 0.066
H 4.5446 -8.9204 -19.2749 -0.246 0.193 0.192
H 5.9973 -10.5593 -17.1681 -0.127 0.048 0.081
H 6.3125 -10.7750 -18.8828 0.025 0.163 -0.011
H 4.7236 -11.0951 -18.3033 -0.228 0.160 0.278
H 3.8901 -9.1554 -17.0837 -0.046 0.630 0.473
C 0.8962 -13.6557 -20.7564 -0.252 0.449 0.734
O 0.8787 -14.5623 -19.6592 -0.208 0.015 -0.277
H 1.8966 -13.6292 -21.1912 -0.082 0.152 -0.234
H 0.1343 -13.8665 -21.5094 0.157 -0.594 -0.010
H 0.6118 -12.6695 -20.3777 0.324 0.174 -0.246
H 0.9822 -14.0169 -18.8597 -0.027 -0.481 -0.373
C -1.6669 -12.8669 -14.5691 -0.470 0.190 -0.176
O -2.4612 -13.9506 -14.0877 -0.134 0.226 0.071
H -1.2384 -12.2746 -13.7562 0.465 -0.360 0.012
H -0.9451 -13.3185 -15.2423 0.345 0.264 0.209
H -2.2451 -12.1341 -15.1460 -0.154 -0.263 -0.164
H -3.2169 -13.5793 -13.6249 -0.012 -0.065 0.013
C 6.0562 -14.2454 -17.7521 0.086 0.348 0.158
O 6.3474 -15.5016 -17.1599 0.037 -0.199 -0.136
H 4.9928 -13.9987 -17.7167 -0.011 -0.033 -0.001
H 6.6195 -13.4463 -17.2599 -0.091 0.063 0.004
H 6.3728 -14.2696 -18.7930 -0.009 -0.208 0.005
H 5.9974 -15.5056 -16.2657 -0.046 0.078 -0.007

---

Entry 2:
61
Properties=species:S:1:pos:R:3:forces:R:3 method="wB97M-V/def2-TZVPD" orbital_gap_ev=8.42 homo_ev=-7.795 charge=0 smiles="CCOC(=O)N1CCN(C(=O)C2CCN(C(=O)c3cc4sccc4n3CC)CC2)CC1" relative_energy_kcal_mol=16.08 energy_ev=-48288.179
C -5.8580 -2.4356 1.8054 0.170 0.375 -0.091
C -4.8932 -1.2981 2.1042 0.147 -0.526 0.228
O -5.1150 -0.1730 1.2544 -0.097 0.294 -0.173
C -4.5995 -0.2522 0.0209 -0.337 0.070 -0.182
O -3.9991 -1.2071 -0.4151 0.283 -0.387 0.081
N -4.8849 0.8646 -0.7232 -0.216 -0.052 0.027
C -4.0942 1.0672 -1.9208 0.055 -0.170 -0.179
C -2.9673 2.0832 -1.6017 -0.014 -0.146 -0.139
N -2.7613 2.1076 -0.1712 -0.129 0.356 0.027
C -2.0087 1.2090 0.5328 0.288 0.012 -0.326
O -2.0814 1.1498 1.7440 0.060 -0.214 0.352
C -1.0016 0.3696 -0.2411 -0.005 -0.073 0.478
C 0.3104 1.1568 -0.3527 0.014 -0.146 -0.314
C 1.3809 0.2857 -1.0119 0.034 0.498 -0.085
N 1.5682 -0.9286 -0.2600 -0.114 0.005 -0.062
C 2.7081 -1.3519 0.3345 -0.023 -0.180 -0.062
O 2.7973 -2.4701 0.8251 0.126 -0.138 0.117
C 3.8479 -0.4111 0.3754 -0.021 0.441 0.269
C 3.8699 0.9160 0.7784 -0.138 -0.375 -0.123
C 5.2153 1.2995 0.7700 0.609 -0.065 -0.094
S 6.2213 2.6722 1.0792 0.013 -0.424 -0.114
C 7.6265 1.7409 0.6540 -0.218 0.127 0.058
C 7.3623 0.4583 0.2982 0.347 0.014 -0.051
C 5.9753 0.1963 0.3648 -0.532 0.764 0.345
N 5.1329 -0.8470 0.1553 -0.123 0.070 0.187
C 5.5207 -2.1428 -0.3417 0.089 -0.501 -0.415
C 5.4836 -2.1839 -1.8681 0.060 0.006 0.256
C 0.3678 -1.7339 -0.1686 -0.199 -0.280 0.334
C -0.7482 -0.9425 0.5062 0.008 -0.022 -0.231
C -3.8902 2.7163 0.5121 -0.026 0.149 0.308
C -5.1994 2.1096 -0.0525 -0.051 0.102 0.131
H -5.6966 -3.2430 2.5137 -0.008 -0.109 0.086
H -6.8860 -2.0901 1.8868 -0.105 -0.016 0.042
H -5.6881 -2.8095 0.7989 -0.007 -0.068 -0.034
H -5.0369 -0.9094 3.1140 0.067 -0.038 -0.119
H -3.8583 -1.6329 1.9849 -0.126 0.110 0.087
H -4.7410 1.4370 -2.7208 0.064 -0.021 -0.003
H -3.6892 0.0952 -2.2065 -0.035 0.174 -0.041
H -2.0490 1.8433 -2.1329 -0.040 0.049 -0.021
H -3.2705 3.0921 -1.8975 0.096 -0.057 -0.017
H -1.3756 0.1232 -1.2365 -0.004 0.044 -0.046
H 0.6340 1.4369 0.6511 0.015 0.058 0.044
H 0.1673 2.0703 -0.9336 0.014 0.056 -0.003
H 1.0467 0.0129 -2.0235 0.051 0.046 0.029
H 2.3251 0.8238 -1.0938 -0.152 -0.104 -0.078
H 3.0308 1.5099 1.0793 -0.257 0.041 0.019
H 8.5831 2.2228 0.6990 0.236 0.027 -0.010
H 8.1175 -0.2497 0.0086 0.179 -0.086 -0.046
H 4.8380 -2.8869 0.0740 0.212 0.134 0.020
H 6.5323 -2.3499 0.0160 -0.101 0.011 0.044
H 5.8082 -3.1586 -2.2214 0.023 -0.108 -0.092
H 4.4711 -2.0052 -2.2238 -0.087 0.006 -0.062
H 6.1390 -1.4223 -2.2866 0.037 0.049 -0.075
H 0.0576 -2.0333 -1.1774 0.050 -0.031 0.012
H 0.6121 -2.6281 0.4064 -0.072 0.088 -0.168
H -0.4780 -0.7195 1.5391 -0.005 -0.026 -0.012
H -1.6631 -1.5361 0.5058 -0.007 -0.003 0.064
H -3.7803 2.4905 1.5736 -0.061 0.102 -0.169
H -3.8644 3.8000 0.3669 -0.033 -0.027 0.038
H -5.6552 2.7711 -0.7935 -0.026 -0.031 0.059
H -5.9170 1.9205 0.7431 0.024 0.145 -0.106

---

Entry 3:
95
Properties=species:S:1:pos:R:3:forces:R:3 method="wB97M-V/def2-TZVPD" orbital_gap_ev=10.47 homo_ev=-10.303 charge=0 smiles="C[C@H](Br)[C@H](Br)[C@@](C#N)(CC#N)C(F)(F)c1cccc(C(F)(F)F)c1.CCOS(C)(=O)=O.CCOS(C)(=O)=O.CCOS(C)(=O)=O.CCOS(C)(=O)=O" relative_energy_kcal_mol=19.54 energy_ev=-253257.740
C 3.2557 0.1117 0.0240 -0.414 -0.771 1.063
C 2.8668 -1.3155 -0.4391 1.328 0.605 -0.302
Br 4.4222 -2.4416 0.0915 -0.434 -0.008 0.032
C 2.7107 -1.5194 -1.9806 -0.494 0.641 0.498
Br 3.4003 0.0617 -2.9574 0.276 -0.628 -0.002
C 1.2432 -1.7702 -2.5066 0.687 -0.034 -1.840
C 0.6043 -0.4818 -2.9374 -0.923 0.451 1.414
N 0.0287 0.5135 -3.0753 0.666 -1.140 -0.161
C 1.4355 -2.5877 -3.8641 1.120 1.079 -0.620
C 0.4791 -2.1956 -4.9323 -2.164 -1.016 0.121
N -0.4838 -2.0554 -5.5739 1.991 0.021 0.721
C 0.3243 -2.6084 -1.5883 -1.360 0.437 0.695
F -0.5157 -3.3262 -2.3904 0.246 0.027 -0.332
F 1.0131 -3.5578 -0.8855 0.581 0.254 -0.379
C -0.5862 -1.8555 -0.6239 -0.579 -0.271 0.162
C -1.8042 -2.4653 -0.3266 -0.238 -0.768 -0.066
C -2.7069 -1.8849 0.5374 -0.673 0.342 0.426
C -2.4504 -0.6544 1.1264 0.244 -0.419 -0.232
C -1.2325 -0.0605 0.8366 -0.444 0.502 1.345
C -0.9624 1.2919 1.4754 -0.669 -0.064 -2.124
F -1.7546 1.5298 2.5252 0.892 -0.321 0.237
F 0.3223 1.5047 1.7566 0.006 -0.062 0.592
F -1.3082 2.2349 0.5533 0.203 0.192 0.200
C -0.3225 -0.6465 -0.0100 1.073 0.328 -0.552
H 4.2936 0.3486 -0.2214 -0.394 0.102 -0.333
H 3.2208 0.0681 1.1260 -0.069 0.178 -0.324
H 2.5407 0.8742 -0.3047 0.290 -0.111 -0.110
H 2.0378 -1.6901 0.1601 0.139 -0.091 -0.375
H 3.3605 -2.3270 -2.3257 -0.350 0.094 0.192
H 1.4855 -3.6672 -3.7021 -0.388 0.191 -0.044
H 2.4298 -2.2897 -4.2377 -0.262 -0.126 0.064
H -2.0875 -3.4308 -0.7462 0.269 0.271 -0.084
H -3.6521 -2.3727 0.7706 0.262 -0.059 -0.190
H -3.1638 -0.1916 1.8017 0.154 -0.079 -0.145
H 0.6014 -0.1130 -0.2227 -0.230 -0.037 0.087
C -4.8252 -8.2937 -3.6898 -0.172 0.149 0.120
C -3.5337 -7.5948 -4.0688 -0.061 -0.661 0.296
O -3.7632 -6.2636 -4.5636 0.062 0.243 0.018
S -4.1213 -5.1189 -3.5111 0.147 0.299 -0.786
C -3.9250 -3.7452 -4.5969 0.112 -0.031 -0.095
O -3.0958 -5.0737 -2.5095 -0.229 -0.181 0.250
O -5.5029 -5.2258 -3.1578 0.085 -0.069 0.365
H -5.2985 -7.8140 -2.8338 0.027 -0.012 0.000
H -4.6316 -9.3351 -3.4291 0.078 0.015 -0.065
H -5.5365 -8.2604 -4.5155 0.055 -0.051 -0.027
H -2.8361 -7.5697 -3.2290 -0.029 0.191 -0.011
H -3.0471 -8.1387 -4.8769 0.021 0.272 -0.137
H -2.8818 -3.6733 -4.8963 -0.009 0.006 0.010
H -4.2220 -2.8522 -4.0503 -0.003 -0.065 0.075
H -4.5708 -3.8859 -5.4599 -0.011 -0.028 0.033
C -3.5845 2.7296 4.4873 -0.405 0.006 0.078
C -2.7605 2.3838 5.7112 0.255 -0.113 -0.800
O -3.4398 2.7275 6.9357 -0.076 -0.072 0.330
S -4.6328 1.7909 7.4233 0.357 0.549 0.220
C -4.7918 2.4655 9.0440 0.047 0.068 0.076
O -4.1565 0.4440 7.5166 -0.157 -0.096 -0.204
O -5.8113 2.1095 6.6790 -0.070 -0.291 -0.044
H -4.4834 2.1149 4.4281 0.013 0.001 0.018
H -3.0068 2.5679 3.5829 -0.110 0.214 0.256
H -3.9056 3.7713 4.5222 0.072 0.005 0.025
H -2.4839 1.3269 5.7158 -0.148 -0.014 0.184
H -1.8375 2.9607 5.7005 -0.099 0.115 0.332
H -3.8860 2.2540 9.6060 0.001 -0.008 -0.036
H -5.6483 1.9867 9.5144 0.001 -0.049 -0.084
H -4.9617 3.5363 8.9629 0.000 -0.020 -0.041
C 1.9190 7.9283 5.8470 -0.206 0.079 0.146
C 2.0568 6.4213 5.7497 0.090 0.487 -0.563
O 1.7434 5.7671 6.9931 -0.124 -0.203 0.162
S 0.2092 5.6410 7.4123 0.535 -0.259 0.358
C 0.4344 4.4981 8.7343 0.087 -0.083 0.029
O -0.5087 5.0005 6.3524 -0.138 0.215 -0.135
O -0.2299 6.8875 7.9561 -0.230 0.018 -0.190
H 0.8811 8.2218 6.0002 0.009 -0.015 -0.028
H 2.2722 8.4022 4.9303 0.057 -0.086 -0.003
H 2.4936 8.3129 6.6901 0.059 -0.021 -0.053
H 1.4380 6.0184 4.9454 -0.097 -0.086 0.149
H 3.0899 6.1622 5.5232 -0.025 -0.198 0.237
H 0.7984 3.5568 8.3309 0.004 0.028 -0.020
H -0.5338 4.3559 9.2102 -0.034 0.063 -0.083
H 1.1410 4.9189 9.4452 -0.012 0.028 -0.031
C 7.8237 0.8320 -7.2280 -0.010 -0.240 -0.107
C 6.5034 1.3111 -6.6564 0.663 0.076 0.323
O 5.3884 0.9503 -7.4917 -0.252 -0.107 -0.033
S 4.8926 -0.5658 -7.4736 -0.335 0.538 -0.406
C 3.3781 -0.3144 -8.3381 -0.068 0.099 0.004
O 4.6079 -0.9418 -6.1211 0.208 -0.214 0.076
O 5.7623 -1.3513 -8.2922 0.065 -0.199 0.235
H 7.8844 -0.2557 -7.2265 -0.002 0.017 0.026
H 8.6558 1.2175 -6.6375 -0.069 0.075 0.018
H 7.9377 1.1626 -8.2608 0.009 0.070 0.041
H 6.3516 0.9355 -5.6421 -0.149 -0.100 -0.083
H 6.5015 2.3987 -6.6019 -0.274 -0.019 -0.142
H 2.7237 0.3086 -7.7335 0.030 -0.003 0.008
H 2.9270 -1.2919 -8.4975 0.077 -0.028 0.052
H 3.5939 0.1564 -9.2939 0.037 -0.014 0.020

---

Entry 4:
39
Properties=species:S:1:pos:R:3:forces:R:3 method="wB97M-V/def2-TZVPD" multiplicity=6 orbital_gap_ev="7.35 / 9.21" homo_ev="-20.181 / -20.175" charge=+3 s2=8.77 energy_ev=-36636.932
Sm -0.7123 -0.4713 -0.9045 -0.815 0.328 -1.033
C -1.6168 0.1029 2.1113 -0.242 0.883 1.017
C -2.9090 -0.2473 1.3376 0.442 0.648 -0.620
N -2.6377 -1.2668 0.2745 -0.035 1.512 -0.243
C -2.2893 -2.5452 0.8601 -1.008 -2.449 0.991
C -1.0825 -3.2614 0.1940 -1.384 -0.776 0.105
N 0.1271 -2.3927 0.0706 0.500 -1.301 -1.721
C 0.7178 -1.9284 1.3098 0.203 -0.783 3.000
C 0.8168 -0.3623 1.4824 0.130 -0.361 0.879
N -0.4222 0.4273 1.2359 -1.456 0.020 -0.385
H -1.8011 1.0016 2.7619 -0.005 -0.927 -0.552
H -1.3714 -0.7215 2.8107 0.103 0.510 -0.504
H -3.6098 -0.6994 2.0126 -0.505 0.127 0.615
H -3.4170 0.6144 0.8430 0.511 -0.365 0.503
H -3.4579 -1.2456 -0.3436 0.070 -0.757 0.399
H -2.2307 -2.4976 1.9625 0.671 0.549 -0.465
H -3.1831 -3.2239 0.8697 0.776 0.215 -0.749
H -0.8877 -4.2289 0.7588 -0.054 1.122 -0.821
H -1.4298 -3.5038 -0.8499 0.598 -0.129 0.795
H 0.7733 -2.8962 -0.5842 -0.259 0.416 1.144
H 0.1027 -2.4132 2.1447 0.560 1.112 -0.910
H 1.7087 -2.4087 1.5756 -0.745 0.858 -0.843
H 1.1144 -0.1557 2.5188 0.390 -0.253 -0.279
H 1.5677 0.0573 0.8150 0.378 -0.018 -0.035
H -0.2815 1.4584 1.2230 0.354 -0.998 0.381
C 3.3450 3.6524 -1.4198 0.702 -0.868 0.885
C 2.2480 2.6964 -1.8201 -0.176 0.775 0.438
C 2.5462 1.3311 -1.9347 -1.423 -0.739 -0.346
C 1.5098 0.4490 -2.2906 0.834 1.240 -0.267
N 0.2326 0.8606 -2.4822 0.313 0.373 0.195
C -0.0954 2.1622 -2.2732 1.377 -0.085 -0.155
C 0.8989 3.1064 -1.9992 -0.142 -0.154 0.148
H 3.3655 3.8634 -0.3243 -0.410 -0.348 -0.527
H 3.3259 4.6323 -1.8605 -0.245 0.260 -0.587
H 4.3200 3.1631 -1.6019 -0.418 0.444 -0.138
H 3.5299 0.9384 -1.7366 0.245 0.061 -0.170
H 1.7182 -0.5941 -2.5298 0.061 -0.085 0.116
H -1.1491 2.3900 -2.3529 -0.080 0.342 -0.131
H 0.6155 4.1567 -1.8645 0.183 -0.403 -0.134